Formula: C45H27N10O4Sc
Source: the OMol25 dataset
Level of theory: wB97M-V/def2-TZVPD

Properties
* LUMO level (alpha / beta): -1.629 / -1.579 eV
* HOMO level (alpha / beta): -6.51 / -6.60 eV
* ΔE to the lowest compared entry with this formula, charge and spin: 5.6 kcal/mol

Last column: Mulliken charge in e.
Geometry (Å):
Sc 0.06748 -0.14602 0.26759  -0.67
C -4.09201 -3.99886 3.73692  -0.63
C -5.00228 -2.93855 3.54823  -0.63
C -4.70920 -1.88208 2.71248  -0.48
C -3.47015 -1.89412 2.06925  0.54
C -2.84329 -0.97578 1.13428  -0.19
N -3.45476 0.10201 0.64532  -0.51
C -2.90102 0.88533 -0.25398  -0.31
C -3.61159 1.98711 -0.91306  0.23
C -4.91695 2.45026 -0.81439  -0.22
C -5.26548 3.53697 -1.59899  -0.66
C -4.33935 4.13994 -2.46433  -0.68
C -3.04192 3.66702 -2.56461  -0.22
C -2.69966 2.58202 -1.76934  0.27
C -1.44385 1.84395 -1.62172  -0.08
N -0.34266 2.18740 -2.26379  -0.46
C 0.76272 1.45762 -2.23181  -0.18
N 0.90114 0.20800 -1.70003  0.07
C 2.16807 -0.22772 -1.96065  -0.03
N 2.66986 -1.42048 -1.67234  -0.54
C 2.01987 -2.30534 -0.93807  0.09
N 0.86982 -2.12572 -0.23025  0.12
C 0.60291 -3.27068 0.46243  -0.14
N -0.40304 -3.49413 1.27820  -0.58
C -1.41707 -2.64594 1.43249  0.00
N -1.59916 -1.44126 0.81488  -0.13
C -2.57369 -2.94010 2.25731  0.53
C -2.87369 -4.01768 3.09175  -0.45
C 1.63984 -4.26481 0.16987  0.16
C 1.82664 -5.57419 0.59386  -0.11
C 2.93555 -6.24520 0.10779  -0.67
C 3.83144 -5.62935 -0.78122  -0.69
C 3.63547 -4.32652 -1.20488  -0.20
C 2.52292 -3.65933 -0.70914  0.15
C 2.91515 0.82497 -2.63653  0.27
C 4.24899 0.91908 -3.01916  -0.23
C 4.66858 2.12369 -3.55480  -0.66
C 3.77887 3.20037 -3.71636  -0.73
C 2.45010 3.09537 -3.34698  0.00
C 2.03444 1.88640 -2.79881  0.39
N -1.61841 0.84444 -0.71285  0.25
H -4.36140 -4.81225 4.39825  0.41
H -5.95097 -2.96010 4.06899  0.41
H -5.40824 -1.07127 2.55639  0.57
H -5.62656 1.97765 -0.14827  0.57
H -6.27212 3.93145 -1.54721  0.41
H -4.64908 4.98650 -3.06336  0.41
H -2.31922 4.12014 -3.23004  0.57
H -2.17333 -4.83204 3.22060  0.56
H 1.13023 -6.04305 1.27623  0.57
H 3.11922 -7.26649 0.41599  0.40
H 4.68665 -6.18705 -1.14035  0.41
H 4.31574 -3.84175 -1.89230  0.57
H 4.92584 0.08581 -2.88433  0.56
H 5.70270 2.24781 -3.84881  0.41
H 4.14512 4.13101 -4.13034  0.43
H 1.75828 3.91980 -3.45866  0.55
O 2.13098 -0.22793 1.20612  -0.26
C 3.02960 0.60256 1.04644  -0.69
C 2.84370 1.97627 0.67172  1.08
C 3.98446 2.75049 0.41920  -0.16
C 3.82809 4.07119 0.11700  -1.01
C 2.56660 4.68448 0.11358  -0.43
C 1.44569 3.94416 0.37322  -0.90
C 1.54695 2.54790 0.59901  0.20
O 0.48480 1.82978 0.70546  0.64
N 5.01500 4.87112 -0.22636  1.07
O 4.84362 6.04239 -0.50637  -0.65
O 6.09330 4.30829 -0.24174  -0.64
H 4.06594 0.28109 1.22706  0.30
H 4.97288 2.31014 0.44193  0.55
H 2.49932 5.73997 -0.10941  0.56
H 0.45833 4.38499 0.35081  0.59
N -0.16730 0.00611 2.92616  -0.31
C -0.08776 1.34022 3.41985  0.22
C 1.08152 1.79527 4.00823  -0.19
C 1.19540 3.12697 4.38945  -0.69
C 0.13784 4.00282 4.20084  -0.61
C -1.03885 3.53320 3.62448  -0.74
C -1.15112 2.21287 3.22547  -0.32
H 0.53896 -0.58899 3.34257  0.32
H -1.07567 -0.40460 3.12003  0.34
H 1.91113 1.11198 4.15627  0.34
H 2.11761 3.47415 4.83778  0.42
H 0.22615 5.03887 4.49884  0.40
H -1.87252 4.20704 3.47139  0.41
H -2.05814 1.86404 2.74128  0.40